i:
ORCA calculation (the ωB97M-V functional and the def2-TZVPD basis) on a molecular structure, C18H21N3O2.

```
44
C18H21N3O2 the ωB97M-V functional and the def2-TZVPD basis
C 5.68842 0.93362 -0.51757
C 4.96292 0.44029 0.57971
C 4.58939 -0.93772 0.46159
C 3.46081 -1.38179 -0.62910
N 2.15609 -0.86915 -0.51575
C 1.23200 -1.32307 0.58233
O 1.43916 -2.38748 1.30633
C -0.04204 -0.46589 0.62584
N 0.02885 0.96195 0.40833
C 0.91216 1.41613 -0.45706
O 0.81988 2.83894 -0.72789
C 1.67719 0.55853 -1.25381
H 1.28443 -0.02140 -2.18874
H 2.70843 1.08342 -1.41003
C -1.02832 1.70312 0.90914
C -2.35852 1.00651 0.76957
C -2.33323 -0.38563 0.17722
C -3.78669 -0.53788 -0.04030
C -4.35171 -1.46494 -0.69636
C -5.85564 -1.43106 -0.61244
C -6.55396 -0.32989 -0.42138
C -5.95327 0.86046 0.33428
C -4.45941 0.79291 0.33665
N -3.60294 1.63658 0.91707
H -3.75033 2.68066 0.83913
H -6.27812 1.67888 0.47754
H -7.57209 -0.47578 -0.42596
H -6.35566 -2.14781 -1.15438
H -4.01486 -2.50176 -0.83085
C -1.13204 -1.12413 -0.01980
H -1.34172 -2.00194 0.17417
H -0.92214 -1.12736 -1.27724
H -0.89454 1.83240 2.14991
H -0.96556 2.59691 0.58864
H -0.31379 -0.68427 1.81054
H 3.26587 -2.22570 -0.56027
H 3.79525 -1.04938 -1.75952
H 5.32541 -1.60144 0.56459
H 3.99083 -1.31041 1.45714
H 3.79108 1.18480 0.77418
H 5.47333 0.51678 1.65526
H 6.41066 0.41980 -0.45222
H 5.81495 1.93412 -0.43793
H 5.03945 0.70909 -1.51059
```

Values from the calculation:
HOMO-LUMO gap: 8.07 eV
lowest unoccupied orbital energy: 0.212 eV
spin multiplicity: 1

***

ii:
ORCA calculation (the ωB97M-V functional and the def2-TZVPD basis) on a single C18H21N3O2 molecule.

```
44
C18H21N3O2 the ωB97M-V functional and the def2-TZVPD basis
C -4.50167 -1.98175 0.85699
C -3.53306 -1.53823 -0.23040
C -2.08411 -1.71763 0.20909
O -1.25335 -1.26015 -0.83820
C 0.09288 -1.26707 -0.66202
C 0.75901 -1.77745 0.44682
C 2.13936 -1.68957 0.52550
C 2.88552 -1.09407 -0.48008
C 4.36317 -0.84675 -0.32537
C 4.61738 0.38495 0.58146
C 3.49982 1.37795 0.31837
O 3.47833 2.13429 -0.62320
N 2.47883 1.27172 1.23644
N 1.16339 1.53039 1.09194
C 0.65547 2.05033 0.04671
C -0.79055 2.13687 -0.05204
C -1.39360 2.47782 -1.26255
C -2.77602 2.48764 -1.33601
N -3.56398 2.19888 -0.31425
C -2.99320 1.88776 0.83995
C -1.62501 1.83849 1.02786
C 2.21327 -0.61918 -1.60265
C 0.84237 -0.70719 -1.69807
H -4.35154 -1.39815 1.76239
H -4.35669 -3.03301 1.09740
H -5.52668 -1.84213 0.52529
H -3.69536 -2.11907 -1.13951
H -3.69716 -0.48715 -0.47098
H -1.88318 -2.77823 0.41871
H -1.89196 -1.13487 1.12114
H 0.21576 -2.23440 1.25879
H 2.63961 -2.08473 1.39947
H 4.86220 -1.71659 0.10520
H 4.79339 -0.65216 -1.30791
H 5.57555 0.83742 0.32851
H 4.62859 0.08892 1.63062
H 2.63637 0.68936 2.04962
H 1.23096 2.38194 -0.81419
H -0.79179 2.71596 -2.12633
H -3.28386 2.73614 -2.25906
H -3.67791 1.66165 1.64787
H -1.19070 1.57614 1.97890
H 2.77317 -0.15518 -2.40116
H 0.31693 -0.32994 -2.56107
```

Values from the calculation:
HOMO-LUMO gap: 8.48 eV
SMILES: CCCOc1ccc(CCC(=O)N/N=C/c2ccncc2)cc1
lowest unoccupied orbital energy: 0.185 eV
spin multiplicity: 1

***

In eV, relative to the most stable structure: i 13.393; ii 0.000.

***

i:
ORCA calculation (the ωB97M-V functional and the def2-TZVPD basis) on 2 unconnected molecules or ions with the total composition C3H11N2S.

```
17
C3H11N2S the ωB97M-V functional and the def2-TZVPD basis
C -0.88631 -2.29632 -0.19522
C 0.84294 2.36418 -0.01912
C -0.03607 -0.98267 -0.33069
N -0.66688 0.13343 0.04052
N 1.20795 -1.05732 0.35215
S -2.24403 0.43032 0.22237
H -0.27803 -3.19359 -0.47682
H -1.13456 -2.54503 0.79442
H -1.62135 -2.20914 -0.97502
H 0.34238 3.16392 -0.54893
H 1.84031 2.81041 0.27257
H 0.91581 1.57820 -0.54468
H 0.17930 -0.78276 -1.36725
H 0.33780 2.25895 0.88351
H 1.91801 -0.40514 0.00549
H 1.26481 -0.97303 1.34739
H -1.98209 1.70560 0.53932
```

Values from the calculation:
HOMO-LUMO gap (spin up / spin down): 7.10 / 7.10 eV
total charge: +1
lowest unoccupied orbital energy (spin up / spin down): -7.461 / -7.461 eV
spin multiplicity: 1

***

ii:
ORCA calculation (the ωB97M-V functional and the def2-TZVPD basis) on 2 unconnected molecules or ions with the total composition C3H11N2S.

```
17
C3H11N2S the ωB97M-V functional and the def2-TZVPD basis
C 1.51795 1.20859 0.23841
C 0.81268 0.30702 -0.74175
C -2.22532 -0.25772 0.52196
N 0.27974 -0.88482 -0.09775
N -2.58019 0.62753 -0.30181
S 1.10332 -2.10530 0.50324
H 0.71085 1.47776 0.91833
H 2.12405 0.58890 0.89867
H 2.08990 2.11523 -0.17595
H 0.04950 0.90334 -1.22981
H 1.50752 -0.16062 -1.57428
H -2.69666 -1.22033 0.29840
H -1.49234 -0.20945 1.24828
H -2.29800 1.64419 -0.25316
H -3.13386 0.41857 -1.16111
H 2.11503 -2.63095 -0.38727
H 2.11580 -1.82195 1.29561
```

Values from the calculation:
HOMO-LUMO gap: 8.19 eV
total charge: +1
lowest unoccupied orbital energy: -4.503 eV
spin multiplicity: 1

***

iii:
ORCA calculation (the ωB97M-V functional and the def2-TZVPD basis) on 2 unconnected molecules or ions with the total composition C3H11N2S.

```
17
C3H11N2S the ωB97M-V functional and the def2-TZVPD basis
C 2.16396 -0.30976 1.06645
C 2.40387 -0.58165 -0.39676
S 0.84785 -1.01037 -1.34271
H 1.79869 0.74290 0.99586
H 3.04095 -0.33857 1.68028
H 1.31137 -0.90531 1.36732
H 2.76111 0.10600 -1.15805
H 3.00892 -1.48950 -0.45210
H 1.23267 -0.50266 -2.47136
N -1.38797 -0.15408 0.34545
C -2.20902 0.67316 -0.24756
N -3.42400 1.04896 0.11697
H -1.22914 -0.23103 1.34369
H -0.47698 -0.40399 -0.21109
H -2.05320 1.00845 -1.27259
H -4.22547 1.18815 -0.47578
H -3.56362 1.15930 1.11198
```

Values from the calculation:
HOMO-LUMO gap: 9.42 eV
total charge: +1
lowest unoccupied orbital energy: -3.805 eV
spin multiplicity: 1

***

In eV, relative to the most stable structure: i 3.553; ii 2.847; iii 0.000.